# 1
The following is a DFT calculation (wB97M-V/def2-TZVPD) of a 2-piece molecular cluster, CH3OPS overall.

The total charge is 0. For the energy above the lowest of the compared OMol25 structures with the same formula, charge and spin, the calculation gives 22.5 kJ/mol. As for the spin multiplicity: 3. The calculation puts the total energy at -23253.058 eV.

Geometry (Å):
C 1.632 2.104 0.340
O -1.719 -0.614 -0.402
P -0.651 -1.910 -0.539
S 0.982 0.780 -0.197
H 2.311 2.140 1.110
H -1.299 0.176 -0.754
H -1.258 -2.677 0.442

Table of Mulliken atomic charges, one value per atom, all in e:
1 C -0.1534
2 O -0.4376
3 P 0.1088
4 S -0.1515
5 H 0.2705
6 H 0.3352
7 H 0.0281

# 2
The following is a DFT calculation (wB97M-V/def2-TZVPD) of one molecule with the formula C28H29N5O4S.

As for the structure (SMILES): CC(=O)Nc1ccc(Nc2nnc(-c3ccc(C)c(S(=O)(=O)NC[C@H]4CCCO4)c3)c3ccccc23)cc1. The total charge is 0. The calculation puts the total energy at -55982.420 eV.

Geometry (Å):
C 10.276 1.855 1.194
C 9.377 1.108 0.228
O 9.715 0.804 -0.892
N 8.157 0.827 0.774
C 7.071 0.152 0.206
C 5.919 0.004 0.976
C 4.813 -0.651 0.476
C 4.827 -1.164 -0.820
N 3.740 -1.843 -1.373
C 2.439 -1.858 -0.947
N 1.843 -3.028 -1.069
N 0.587 -3.197 -0.740
C -0.127 -2.223 -0.233
C -1.519 -2.558 0.096
C -1.814 -3.740 0.771
C -3.120 -4.064 1.086
C -4.175 -3.222 0.743
C -5.589 -3.535 1.099
C -3.867 -2.063 0.040
S -5.190 -0.933 -0.382
O -6.112 -1.559 -1.286
O -5.704 -0.389 0.848
N -4.397 0.267 -1.239
C -4.112 1.533 -0.607
C -5.058 2.666 -1.041
C -6.530 2.371 -0.685
C -6.968 3.614 0.094
C -5.635 4.111 0.647
O -4.699 3.872 -0.386
C -2.572 -1.732 -0.292
C 0.404 -0.903 -0.061
C -0.307 0.175 0.500
C 0.238 1.431 0.510
C 1.501 1.662 -0.049
C 2.247 0.619 -0.533
C 1.734 -0.689 -0.504
C 5.990 -1.034 -1.579
C 7.099 -0.384 -1.079
H 10.448 1.257 2.087
H 9.816 2.797 1.484
H 11.227 2.056 0.711
H 8.001 1.141 1.722
H 5.891 0.396 1.983
H 3.938 -0.773 1.096
H 3.976 -2.675 -1.901
H -1.004 -4.397 1.044
H -3.330 -4.982 1.614
H -6.195 -3.581 0.195
H -5.999 -2.736 1.715
H -5.660 -4.479 1.633
H -4.741 0.327 -2.184
H -3.080 1.830 -0.829
H -4.210 1.372 0.469
H -4.922 2.840 -2.118
H -7.137 2.204 -1.573
H -6.585 1.483 -0.056
H -7.687 3.389 0.877
H -7.391 4.361 -0.579
H -5.614 5.180 0.865
H -5.360 3.550 1.551
H -2.395 -0.846 -0.879
H -1.281 -0.001 0.930
H -0.313 2.256 0.937
H 1.893 2.667 -0.082
H 3.226 0.798 -0.949
H 6.018 -1.449 -2.575
H 7.988 -0.286 -1.677

Table of Mulliken atomic charges, one value per atom, all in e:
1 C -1.3113
2 C 0.8022
3 O -0.6131
4 N -0.1677
5 C 0.8136
6 C -0.9327
7 C -0.1174
8 C -0.2135
9 N -0.0902
10 C -0.2396
11 N -0.9272
12 N -0.4765
13 C 0.1950
14 C 0.1888
15 C -0.9254
16 C -1.0829
17 C 0.8360
18 C -1.7669
19 C 0.9282
20 S 1.3533
21 O -0.7264
22 O -0.6754
23 N -0.1980
24 C -0.9390
25 C 0.0965
26 C -0.3747
27 C -0.6142
28 C -0.4513
29 O -0.4799
30 C -1.0495
31 C 0.6694
32 C -0.5657
33 C -0.8496
34 C -0.7639
35 C -0.3908
36 C 0.5611
37 C -0.6746
38 C -0.4767
39 H 0.3271
40 H 0.3287
41 H 0.3543
42 H 0.1853
43 H 0.2780
44 H 0.5650
45 H 0.3047
46 H 0.4685
47 H 0.3677
48 H 0.3642
49 H 0.3351
50 H 0.4050
51 H 0.2845
52 H 0.2337
53 H 0.4382
54 H 0.3655
55 H 0.3665
56 H 0.1234
57 H 0.3475
58 H 0.2579
59 H 0.3414
60 H 0.2574
61 H 1.1555
62 H 0.7980
63 H 0.4476
64 H 0.4278
65 H 0.5651
66 H 0.4300
67 H 0.5263

# 3
The following is a DFT calculation (wB97M-V/def2-TZVPD) of C39H30Cl2CoN2O3P as an isolated structure.

The total charge is -1. For the energy above the lowest of the compared OMol25 structures with the same formula, charge and spin, the calculation gives 92.5 kJ/mol. As for the spin multiplicity: 2. The calculation puts the total energy at -122016.074 eV.

Geometry (Å):
Co -0.862 1.082 0.822
O -0.744 4.411 -2.015
C 0.596 4.455 -2.180
C 1.114 5.309 -3.148
C 2.482 5.373 -3.358
C 3.348 4.585 -2.607
C 2.826 3.744 -1.633
C 1.458 3.676 -1.404
C 0.889 2.768 -0.375
O -0.227 2.185 -0.682
N 1.562 2.631 0.733
N 0.864 1.745 1.555
C 1.529 1.163 2.459
C 0.982 0.133 3.326
C 1.836 -0.407 4.296
C 1.452 -1.436 5.127
C 0.160 -1.962 4.982
C -0.712 -1.451 4.050
C -0.357 -0.364 3.206
O -1.247 0.104 2.398
H -0.947 3.621 -1.473
H 0.424 5.906 -3.732
H 2.875 6.038 -4.120
H 4.418 4.630 -2.773
H 3.478 3.134 -1.019
H 2.589 1.412 2.552
H 2.840 0.001 4.372
H 2.132 -1.837 5.868
H -0.160 -2.785 5.612
H -1.712 -1.853 3.934
Cl -2.315 -0.594 -0.454
C -1.996 -2.174 0.190
C -3.082 -2.984 0.476
C -2.862 -4.270 0.947
C -1.566 -4.732 1.114
C -0.488 -3.902 0.834
C -0.679 -2.601 0.375
P 0.629 -1.337 0.175
C 2.184 -2.257 0.525
C 2.375 -2.705 1.837
C 3.548 -3.345 2.207
C 4.564 -3.530 1.278
C 4.398 -3.063 -0.018
C 3.217 -2.428 -0.393
C 0.741 -1.136 -1.646
C 0.074 -1.925 -2.577
C 0.150 -1.629 -3.933
C 0.901 -0.545 -4.371
C 1.584 0.238 -3.451
C 1.498 -0.056 -2.098
H -4.084 -2.599 0.329
H -3.706 -4.909 1.179
H -1.389 -5.739 1.469
H 0.519 -4.275 0.973
H 1.597 -2.538 2.580
H 3.672 -3.683 3.229
H 5.481 -4.032 1.563
H 5.190 -3.190 -0.747
H 3.105 -2.073 -1.410
H -0.521 -2.769 -2.245
H -0.389 -2.241 -4.647
H 0.941 -0.305 -5.427
H 2.161 1.095 -3.779
H 2.013 0.572 -1.377
Cl -6.820 0.674 -2.857
C -5.590 1.241 -1.738
C -4.471 1.903 -2.212
C -3.493 2.340 -1.327
C -3.584 2.122 0.061
C -2.522 2.428 1.015
C -4.761 1.477 0.496
C -5.743 1.036 -0.376
H -4.356 2.068 -3.277
H -2.613 2.822 -1.738
H -2.866 2.316 2.044
H -2.013 3.382 0.869
H -4.885 1.301 1.560
H -6.632 0.539 -0.003

Table of Mulliken atomic charges, one value per atom, all in e:
1 Co 0.7965
2 O -0.7721
3 C 0.2699
4 C -0.7250
5 C -0.3040
6 C -0.8829
7 C -0.4203
8 C 0.2211
9 C 1.0146
10 O -0.3858
11 N -1.1443
12 N 0.5550
13 C -0.5196
14 C 0.9055
15 C -0.5192
16 C -0.7891
17 C -0.5498
18 C -0.5242
19 C 0.5616
20 O -0.5664
21 H 0.3477
22 H 0.4316
23 H 0.3789
24 H 0.3747
25 H 0.4198
26 H 0.2753
27 H 0.3373
28 H 0.4016
29 H 0.3614
30 H 0.3912
31 Cl 0.1679
32 C 0.3793
33 C -0.6295
34 C -0.6669
35 C -0.7632
36 C -0.5516
37 C -0.0720
38 P 1.3500
39 C 0.1902
40 C -0.3865
41 C -0.7710
42 C -0.6256
43 C -0.6317
44 C -0.8127
45 C 0.6220
46 C -0.4732
47 C -0.7156
48 C -0.6039
49 C -0.7857
50 C -0.6906
51 H 0.5369
52 H 0.3590
53 H 0.3789
54 H 0.4751
55 H 0.5796
56 H 0.4458
57 H 0.3629
58 H 0.4090
59 H 0.3586
60 H 0.3593
61 H 0.3964
62 H 0.3865
63 H 0.4325
64 H 0.6632
65 Cl -0.2877
66 C 0.4295
67 C -1.0310
68 C 0.5899
69 C 0.3958
70 C -1.5341
71 C -0.3689
72 C -0.7618
73 H 0.3830
74 H 0.2018
75 H 0.2566
76 H 0.3840
77 H 0.3118
78 H 0.4170

# 4
The following is a DFT calculation (wB97M-V/def2-TZVPD) of a 2-piece molecular cluster, Cl2H2OP2 overall.

The total charge is 0. For the energy above the lowest of the compared OMol25 structures with the same formula, charge and spin, the calculation gives 191.3 kJ/mol. The calculation puts the total energy at -45702.195 eV.

Geometry (Å):
O 1.435 0.017 1.847
P 0.348 -1.027 -0.953
P 1.172 0.264 0.429
Cl 2.218 1.808 -0.301
Cl -2.860 0.638 -0.004
H -2.117 0.225 -1.114
H -0.195 -1.926 0.096

Table of Mulliken atomic charges, one value per atom, all in e:
1 O -0.4783
2 P -0.1952
3 P 0.7314
4 Cl -0.1495
5 Cl -0.2742
6 H 0.2405
7 H 0.1253